Arrangement w

16
Properties=species:S:1:pos:R:3 method="wB97M-V/def2-TZVPD" homo_lumo_gap_ev=7.50 charge=-1 homo_ev=-4.588
C -0.66998 0.60510 -0.40170
C -0.68008 1.91686 0.48414
S -0.17145 3.53767 -0.38451
N -1.16735 -0.41223 0.47892
C -0.57754 -1.77724 0.46772
O -0.13032 -2.10643 -0.65066
O -0.77609 -2.36490 1.55698
H -1.11271 0.62393 -1.37771
H 0.32907 0.35650 -0.72110
H -1.72281 2.15225 0.87537
H -0.02649 1.86368 1.31708
H 1.08889 3.64568 0.09207
H -1.57347 -0.11734 1.33231
H 1.58989 -2.48210 -0.57608
H 3.03245 -3.05665 -1.42322
O 2.56800 -2.38480 -1.06960

Arrangement x

16
Properties=species:S:1:pos:R:3 method="wB97M-V/def2-TZVPD" homo_lumo_gap_ev=7.64 charge=-1 homo_ev=-3.840
C -2.88138 0.41511 -0.20862
C 2.79775 -0.30914 0.29223
C -1.39491 0.55200 -0.01654
N -0.52913 -0.33928 -0.00190
O -1.82179 -2.43238 0.81143
O 0.50815 -2.65687 -0.01335
O 3.01085 -1.54562 -0.32804
S -0.85708 -2.11597 -0.27242
H -3.17983 -0.59592 0.05472
H -3.40969 1.14210 0.40849
H -3.13356 0.60758 -1.25349
H 1.73866 -0.04342 0.31203
H 3.35043 0.45540 -0.26656
H 3.17589 -0.32256 1.32533
H 2.16023 -2.04693 -0.23791
H -1.05580 1.59184 0.12411

Relative energy table, unit hartree: arrangement w 0.0000; arrangement x 0.0267

Arrangement w

9
Properties=species:S:1:pos:R:3 method="wB97M-V/def2-TZVPD" homo_lumo_gap_ev="9.93 / 9.93" charge=0 homo_ev="-9.763 / -9.764"
C -0.43809 -0.34143 0.12231
C -1.72774 1.55282 -1.43489
N -1.24792 0.66662 0.22925
O -1.77983 1.25115 1.19331
F -1.99249 2.83602 -1.09759
F -0.74233 1.38430 -2.40278
F -2.77268 0.93624 -2.00892
H 0.05615 -0.59061 1.00669
H -0.20089 -0.87656 -0.81675

Arrangement x

9
Properties=species:S:1:pos:R:3 method="wB97M-V/def2-TZVPD" homo_lumo_gap_ev=10.52 charge=0 smiles="O=C/C(F)=N/F.F" homo_ev=-11.598
C -0.28459 -1.01012 -0.12133
C -1.61971 -0.38482 0.01511
N -1.74335 0.83474 -0.30690
O 0.72460 -0.36146 -0.08281
F 0.92981 2.43403 -0.23188
F -2.59525 -1.27655 0.25735
F -2.97980 1.37263 -0.29701
H -0.34224 -2.12731 -0.05171
H 1.45906 1.62980 0.04946

Relative energy table, unit hartree: arrangement w 0.0213; arrangement x 0.0000

Arrangement w

23
Properties=species:S:1:pos:R:3 method="wB97M-V/def2-TZVPD" homo_lumo_gap_ev=10.12 charge=0 homo_ev=-9.786
C -2.74461 -0.33614 1.18571
C -1.22147 -0.38224 1.13211
C -0.59507 -0.00310 -0.23715
C -1.01353 -0.99470 -1.33909
C -0.97671 1.43181 -0.64699
C 0.86767 -0.07149 -0.08057
C 2.07246 -0.14729 0.05189
C 3.44551 -0.26749 0.41091
N 4.29067 -1.14252 0.13343
H -3.13353 0.67425 0.99967
H -3.20191 -1.01905 0.45679
H -3.08827 -0.64235 2.18303
H -0.80933 0.29539 1.89533
H -0.88027 -1.39483 1.39614
H -2.07371 -0.85368 -1.58730
H -0.42819 -0.82571 -2.25273
H -0.86541 -2.03298 -1.01174
H -0.77446 2.14204 0.16656
H -0.41242 1.74297 -1.53575
H -2.04547 1.47896 -0.89359
O 4.44764 1.05560 0.13714
H 5.21693 -0.33812 -0.13185
H 3.92347 1.63067 -0.43197

Arrangement x

23
Properties=species:S:1:pos:R:3 method="wB97M-V/def2-TZVPD" homo_lumo_gap_ev=8.56 charge=0 homo_ev=-7.725
C 3.05202 -1.11313 0.60285
C -0.28560 0.60240 1.89008
C -2.20775 1.16969 -1.29747
C 0.65733 0.00277 -0.48035
C 2.33026 0.21216 0.47474
C -0.15034 0.20300 0.47873
C -1.79433 0.07342 -0.36633
N 0.85559 -0.36354 -1.76585
C -2.57600 -0.94011 -0.02668
O 2.80672 1.24779 0.85426
H 0.09013 -0.85119 -2.20820
H 1.35178 0.29912 -2.34405
H 2.36512 -1.86757 0.98304
H 3.93317 -1.02066 1.24016
H 3.36425 -1.41136 -0.39911
H -1.03982 1.38542 1.97302
H -0.62212 -0.24045 2.49559
H 0.66570 0.96964 2.27440
H -3.29481 1.30859 -1.29590
H -1.75776 2.11900 -0.99979
H -1.89959 0.97170 -2.32731
H -2.23461 -1.75024 0.60454
H -3.60935 -1.00644 -0.36039

Relative energy table, unit hartree: arrangement w 0.0201; arrangement x 0.0000

Arrangement w

10
Properties=species:S:1:pos:R:3 method="wB97M-V/def2-TZVPD" homo_lumo_gap_ev=9.49 charge=0 homo_ev=-10.246
C 1.00811 0.85031 0.35812
C -1.54336 -0.73880 0.39000
C -2.33823 -0.12327 -0.40299
N 1.94612 1.50168 0.18995
O 0.04065 0.06249 0.58929
Cl 4.30263 -0.45428 -0.06541
H -1.51913 -1.67913 0.91095
H -3.25466 -0.57105 -0.54234
H -2.08192 0.70485 -1.14886
H 3.43979 0.44720 -0.27870

Arrangement x

10
Properties=species:S:1:pos:R:3 method="wB97M-V/def2-TZVPD" homo_lumo_gap_ev=10.71 charge=0 smiles="Cl[C@@H]1C=NOC1" homo_ev=-10.199
C 0.01492 -0.62215 -0.23698
C 0.93441 0.37200 0.45871
C -1.24263 0.06777 -0.14469
H 0.14735 -1.58457 0.28203
H 1.70472 0.57436 -0.15716
H 1.32124 -0.20726 1.30348
H -2.22810 -0.20418 -0.49632
N -1.12291 1.23348 0.36244
O 0.21908 1.59261 0.60268
Cl 0.25194 -1.22205 -1.97418

Relative energy table, unit hartree: arrangement w 0.0532; arrangement x 0.0000

Arrangement w

52
Properties=species:S:1:pos:R:3 method="wB97M-V/def2-TZVPD" homo_lumo_gap_ev=7.57 charge=0 homo_ev=-7.238
C 0.36962 4.58484 3.98052
H 1.16748 5.23412 3.44177
H 0.42262 4.57107 4.94529
H -0.51715 4.91969 3.50898
O 0.72008 3.46005 3.43458
C 1.72080 2.70230 4.07617
C 2.63093 3.33893 4.89018
C 3.96870 2.48709 5.19386
C 4.03351 1.14009 4.96974
C 2.91149 0.55078 4.16665
C 1.91315 1.06311 3.82039
N 0.96585 0.57756 3.07617
C 0.69806 -0.64681 2.91461
H 0.98221 -1.31476 4.01415
C 1.52209 -1.46092 1.81137
N 0.88946 -0.88059 0.73330
C 0.14430 -1.54018 -0.28992
O -0.00719 -2.80398 0.01180
C -0.22884 -1.08968 -1.58551
H -1.02199 -0.21352 -1.09444
H 0.66781 -0.49022 -2.04192
C -1.06079 -2.01415 -2.19530
C -1.61085 -1.41448 -3.54598
C -1.58273 -0.06733 -3.89271
N -1.93000 0.03391 -5.29120
C -2.80425 -1.07164 -5.61419
C -3.65403 -1.18462 -6.67448
C -4.00149 -2.80610 -6.70603
C -3.79555 -3.55169 -5.61204
C -3.00652 -3.26238 -4.65843
C -2.36500 -2.07203 -4.56426
H -2.55055 -3.96147 -3.95617
H -4.13044 -4.65201 -5.83042
H -4.70484 -2.80999 -7.54295
H -3.86298 -0.54590 -7.35760
H -2.23962 0.80687 -5.69704
H -0.80198 0.81640 -3.73163
H -0.53995 -2.79451 -2.55743
H -1.79535 -2.46503 -1.78431
C 1.16560 0.42275 0.76503
H 0.64179 0.95503 -0.36161
C 0.25081 1.10135 2.00427
H 0.50600 2.30235 1.82526
H -0.73709 1.06948 1.64970
H 2.35094 0.71955 0.78956
H 1.11798 -2.55907 1.69006
H 2.38947 -1.28039 1.89532
H -0.53634 -0.96083 2.79909
H 3.12823 -0.61524 3.95985
H 4.78526 0.52153 5.48545
H 4.65944 2.92639 5.77717
H 2.76182 4.22427 4.95531

Arrangement x

52
Properties=species:S:1:pos:R:3 method="wB97M-V/def2-TZVPD" homo_lumo_gap_ev=9.53 charge=0 smiles="CCc1ccccc1N(CC)C(=O)CCc1nc(-c2ccc(C)cc2)no1" homo_ev=-8.765
C -3.71479 -3.67136 -1.23492
H -4.45880 -3.99829 -0.51240
H -4.22342 -3.41848 -2.16177
H -3.04046 -4.50083 -1.43170
C -2.95348 -2.46199 -0.68903
C -1.91754 -1.96777 -1.66300
C -0.86390 -2.80224 -2.02060
C 0.09365 -2.40964 -2.93546
C 0.01247 -1.15864 -3.52275
C -1.01341 -0.30545 -3.16606
C -1.96923 -0.69193 -2.23079
N -2.98873 0.23857 -1.88591
C -3.02703 0.91440 -0.70904
O -3.91569 1.69768 -0.43994
C -1.86303 0.66722 0.24001
C -0.63399 1.47459 -0.20346
C 0.56282 1.05906 0.56257
N 1.37539 1.80294 1.24032
C 2.29467 0.90809 1.72697
N 2.03887 -0.31990 1.35363
O 0.91266 -0.23666 0.59252
C 3.41364 1.29701 2.55731
C 4.30877 0.33977 3.03378
C 5.37034 0.72607 3.82398
C 5.56676 2.06455 4.15703
C 4.66940 3.01068 3.67699
C 3.60126 2.63692 2.88489
H 2.90212 3.36876 2.51129
H 4.80939 4.05267 3.92713
C 6.73070 2.46184 5.01132
H 7.66620 2.25264 4.49303
H 6.69720 3.52160 5.25025
H 6.73276 1.89281 5.93980
H 6.06290 -0.01682 4.19343
H 4.15251 -0.69543 2.77382
H -0.79203 2.54201 -0.05369
H -0.43548 1.28759 -1.26208
H -2.17254 0.99385 1.23395
H -1.60345 -0.38912 0.27396
C -3.97369 0.54334 -2.91259
C -4.84434 -0.65950 -3.25057
H -4.23452 -1.47377 -3.63715
H -5.37756 -1.00247 -2.36766
H -5.57201 -0.38116 -4.00820
H -3.45671 0.88795 -3.81452
H -4.58667 1.35744 -2.52012
H -1.07743 0.67945 -3.60770
H 0.75074 -0.84327 -4.24449
H 0.90243 -3.07725 -3.19063
H -0.79415 -3.77875 -1.56476
H -2.45950 -2.75209 0.24286
H -3.66406 -1.66668 -0.45989

Relative energy table, unit hartree: arrangement w 0.7249; arrangement x 0.0000

Arrangement w

7
Properties=species:S:1:pos:R:3 method="wB97M-V/def2-TZVPD" homo_lumo_gap_ev="7.92 / 7.93" charge=-1 homo_ev="-5.190 / -5.191"
C 2.17133 0.45802 -0.10204
C -0.44004 0.40870 -0.15101
N 3.31009 0.52780 0.06630
N -1.14746 -0.66190 0.00277
O -2.37709 -0.26046 -0.04551
O -0.82366 -1.84948 0.00761
H -0.69316 1.37732 0.22187

Arrangement x

7
Properties=species:S:1:pos:R:3 method="wB97M-V/def2-TZVPD" homo_lumo_gap_ev="5.95 / 3.64" charge=-1 homo_ev="-4.249 / -2.970"
C -2.44265 0.00376 -0.07481
C -1.33206 0.28482 0.59675
N -3.57618 -0.15369 -0.42464
N 2.23909 -0.42158 0.01367
O 2.67292 0.70074 -0.09093
O 2.96829 -1.40452 -0.23066
H -0.52941 0.99046 0.21061

Relative energy table, unit hartree: arrangement w 0.0144; arrangement x 0.0000